[1]
The following is a DFT calculation (ωB97M-V with the def2-TZVPD basis set) of a cluster of 2 separate species, C8H13N2O2PS in total.

Last column: Mulliken charge in e.
Cartesian coordinates (Å):
1 C -2.38531 0.09951 2.65056  -0.5490
2 C -1.05652 0.45174 3.01576  -0.9635
3 C -2.70634 -0.13834 1.33255  -0.5454
4 C -0.09471 0.51203 2.05978  -0.4264
5 C -1.79797 -0.01609 0.30007  0.0007
6 C -0.49117 0.33445 0.66159  1.0115
7 C 0.67732 -1.98200 -1.30154  -0.9466
8 C -0.02004 -0.21551 -2.81776  -0.9960
9 N 0.36559 0.69024 -0.27529  -0.1224
10 N 0.81572 -0.63349 -1.77848  -0.2008
11 O 2.46173 1.44552 -1.69023  -0.6036
12 O 2.04764 2.33681 0.63574  -0.5210
13 P 2.08261 0.99952 -0.21812  0.6073
14 S 3.16145 -0.35454 0.68566  -0.3421
15 H -3.02190 0.20694 3.45687  0.4399
16 H -0.95075 0.55238 4.09424  0.3422
17 H -3.71856 -0.44883 1.08660  0.3350
18 H 0.87361 0.63426 2.37217  0.3710
19 H -2.06441 -0.34137 -0.74563  0.1576
20 H -0.22634 -2.48284 -1.66987  0.3108
21 H 1.70700 -2.26598 -1.69190  0.3811
22 H 0.65801 -1.83633 -0.25562  0.3063
23 H 0.02560 0.84591 -2.68577  0.3384
24 H 0.38799 -0.49477 -3.72487  0.3418
25 H -1.00505 -0.72823 -2.70317  0.4287
26 H 2.17873 0.79329 -2.33299  0.4595
27 H 2.09607 2.03569 1.53967  0.3849

Output
Frontier orbital gap (alpha / beta)   0.2757 / 0.2596 Eh
Energy above the lowest of the compared OMol25 structures with the same formula, charge and spin   43.0 kcal/mol
Calculated total energy   -35704.2393 eV
Maximum force   5.64 eV Å⁻¹

[2]
The following is a DFT calculation (ωB97M-V with the def2-TZVPD basis set) of an isolated molecule of C22H20N4O7S2.

Last column: Mulliken charge in e.
Cartesian coordinates (Å):
1 H -1.31983 0.68214 1.43541  0.1655
2 N -0.74125 -0.10867 1.16777  -0.4154
3 C -1.35991 -1.01990 0.55297  0.5200
4 C -0.78069 -2.25725 0.04881  -0.0278
5 C 0.52882 -2.53682 -0.19710  -0.1867
6 C 1.77448 -1.82729 -0.07692  0.1257
7 C 2.82633 -2.25170 -0.90053  -1.2341
8 C 4.05430 -1.62505 -0.85605  -0.4619
9 C 4.27137 -0.58508 0.03434  0.6663
10 O 5.49077 0.04206 0.17561  -0.2686
11 C 6.22617 0.37928 -0.90144  0.4503
12 O 5.89403 0.21951 -2.04960  -0.5732
13 C 7.48924 0.99301 -0.49524  0.1625
14 C 8.49448 1.50949 -1.28081  -0.3930
15 C 9.48081 1.97552 -0.39181  -0.4236
16 C 9.00583 1.71049 0.86221  -0.3770
17 O 7.81255 1.12149 0.80945  -0.2765
18 C 3.24130 -0.16328 0.89908  0.6856
19 O 3.54927 0.84845 1.74408  -0.4643
20 C 2.55986 1.28733 2.64690  -0.8730
21 C 2.00684 -0.78772 0.82965  -0.3799
22 C -1.70715 -3.38077 -0.34384  0.1319
23 O -1.29176 -4.48592 -0.59749  -0.5930
24 N -3.06285 -3.11331 -0.43424  -0.6169
25 C -3.50326 -1.95962 -0.14278  0.7216
26 S -5.19193 -1.45586 -0.23065  -0.1077
27 C -4.67206 0.10241 0.35655  0.1113
28 S -5.85691 1.42986 0.69503  1.2448
29 O -7.06432 1.05766 0.02275  -0.6442
30 O -5.89164 1.58524 2.11822  -0.6497
31 C -5.05076 2.85930 -0.06557  -1.0980
32 C -4.92144 2.65470 -1.56788  1.0358
33 C -6.24445 2.95230 -2.26693  -1.5475
34 C -3.79737 3.52693 -2.12738  -1.6394
35 N -3.42400 0.22435 0.58810  -1.3411
36 N -2.75387 -0.90472 0.31024  0.8054
37 H 0.64917 -3.52439 -0.63997  0.5040
38 H 2.67018 -3.06392 -1.59343  0.3848
39 H 4.85305 -1.94178 -1.50698  0.4346
40 H 8.50276 1.53974 -2.35047  0.5232
41 H 10.41096 2.44132 -0.64365  0.4473
42 H 9.42341 1.89211 1.83355  0.4447
43 H 2.26260 0.48808 3.33202  0.3683
44 H 3.02010 2.09666 3.21114  0.2360
45 H 1.67602 1.66053 2.12201  0.3344
46 H 1.19684 -0.48586 1.46839  0.6636
47 H -4.08897 2.91333 0.43775  0.4514
48 H -5.64949 3.73090 0.18669  0.5225
49 H -4.66482 1.60237 -1.74108  0.1164
50 H -7.03776 2.34259 -1.84450  0.3805
51 H -6.16670 2.73586 -3.32930  0.4104
52 H -6.50610 4.00158 -2.14929  0.3674
53 H -3.71024 3.38196 -3.20085  0.4154
54 H -2.84450 3.27452 -1.66842  0.4050
55 H -4.00562 4.57729 -1.93900  0.3558

Output
Frontier orbital gap   0.2757 Eh
SMILES string   [H]/N=C1/C(=C\c2ccc(OC(=O)c3ccco3)c(OC)c2)C(=O)N=C2SC(S(=O)(=O)CC(C)C)=NN21
Energy above the lowest of the compared OMol25 structures with the same formula, charge and spin   0.0 kcal/mol
Calculated total energy   -65099.2438 eV
Maximum force   1.11 eV Å⁻¹

[3]
The following is a DFT calculation (ωB97M-V with the def2-TZVPD basis set) of an isolated molecule of C4H9N3.

Last column: Mulliken charge in e.
Cartesian coordinates (Å):
1 C -0.92425 0.49015 1.30815  -1.5593
2 C -0.15073 0.33055 0.00903  1.3948
3 C -1.00466 0.57402 -1.22442  -1.5373
4 C 0.59481 -1.19233 -0.04133  -0.7118
5 N 1.95664 -0.73133 0.01904  0.1295
6 N 2.07356 0.59487 -0.01795  -0.4654
7 N 1.00899 1.20368 0.00142  -0.3460
8 H -1.38352 1.47468 1.34675  0.3978
9 H -0.24891 0.39323 2.15735  0.3875
10 H -1.70126 -0.26702 1.38422  0.3516
11 H -1.50727 1.53350 -1.14163  0.3924
12 H -1.75214 -0.21011 -1.32785  0.3512
13 H -0.38200 0.58970 -2.11726  0.3809
14 H 0.31188 -1.77487 0.83337  0.2752
15 H 0.35445 -1.71697 -0.96505  0.3064
16 H 2.75440 -1.29175 -0.22385  0.2524

Output
Frontier orbital gap   0.3676 Eh
SMILES string   CC1(C)CNN=N1
Energy above the lowest of the compared OMol25 structures with the same formula, charge and spin   41.2 kcal/mol
Calculated total energy   -8762.7373 eV
Maximum force   2.84 eV Å⁻¹

[4]
The following is a DFT calculation (ωB97M-V with the def2-TZVPD basis set) of a cluster of 10 separate species, C40H80O20S in total.

Last column: Mulliken charge in e.
Cartesian coordinates (Å):
1 O -0.85028 -0.47082 2.07262  -0.6868
2 S -0.49881 -0.18884 0.69855  0.6772
3 O -0.70889 1.12490 0.09440  -0.2393
4 C 1.19499 -0.71076 0.52933  -0.0591
5 C 1.28788 -1.69002 -0.65430  -0.6047
6 C -0.05110 -2.46773 -0.62765  1.2349
7 C -1.16631 -1.45852 -0.37124  0.5330
8 H 1.40989 -1.37564 1.36590  -0.3534
9 H 1.85050 0.15948 0.49614  0.3741
10 H 1.39679 -1.13186 -1.58418  0.4346
11 H 2.09817 -2.41898 -0.64153  0.0256
12 H -0.00148 -3.20874 0.17018  -0.7900
13 H -0.22973 -3.04549 -1.53450  -0.5313
14 H -2.13981 -1.79543 -0.01506  0.0046
15 H -1.27511 -1.04928 -1.37562  -0.3150
16 C 0.86760 -2.82469 -5.28182  -1.3234
17 C 0.88234 -3.94512 -4.27502  0.4069
18 O 2.15239 -3.83746 -3.61057  -0.2823
19 C 2.46213 -4.70226 -2.64970  0.7564
20 C 3.78120 -4.38608 -1.89404  -0.8413
21 O 1.84980 -5.69099 -2.28519  -0.6169
22 H -0.09508 -2.78065 -5.79115  0.4379
23 H 1.64814 -2.88197 -6.04049  0.4007
24 H 0.92221 -1.82886 -4.84200  0.2278
25 H 0.01319 -3.81187 -3.63088  -0.2857
26 H 0.76630 -4.91235 -4.76402  0.3804
27 H 3.82777 -3.34756 -1.56632  0.2510
28 H 4.58654 -4.62116 -2.58992  0.4029
29 H 3.73920 -5.10761 -1.07812  0.1730
30 C -4.06066 1.05831 1.83824  -0.5450
31 C -5.17733 1.36353 0.83417  -0.4867
32 O -4.71646 1.22930 -0.47974  -0.0427
33 C -5.65266 1.11306 -1.43761  0.5069
34 C -5.11820 0.90959 -2.89082  -0.2796
35 O -6.82803 1.28788 -1.24776  -0.5952
36 H -3.23092 1.73349 1.62905  0.0507
37 H -3.77985 0.00542 1.81257  -0.1607
38 H -4.38094 1.24416 2.86342  0.4978
39 H -6.03782 0.75813 1.11902  0.5071
40 H -5.44289 2.41841 0.90340  0.2959
41 H -5.93572 1.00326 -3.60565  0.4113
42 H -4.66933 -0.08003 -2.97620  -0.2591
43 H -4.37507 1.66730 -3.13932  0.0701
44 C 1.39645 -3.77418 4.76241  -0.6501
45 C 2.57095 -4.57299 4.24517  -0.2618
46 O 2.23624 -5.47513 3.29980  -0.3328
47 C 2.07075 -5.10149 2.00768  0.6530
48 C 1.56475 -6.22277 1.18628  -0.6818
49 O 2.26270 -3.98532 1.47945  -0.5220
50 H 0.61686 -4.36376 5.24485  0.3003
51 H 0.89778 -3.27342 3.93255  -0.0629
52 H 1.75842 -2.97875 5.41385  0.3490
53 H 3.32659 -3.85059 3.93656  0.2787
54 H 3.01783 -5.14785 5.05631  0.3199
55 H 2.29386 -6.33912 0.38442  0.2354
56 H 0.59019 -5.95803 0.77613  0.0638
57 H 1.52386 -7.19102 1.68521  0.3023
58 C 4.59248 1.17595 0.20871  -0.8877
59 C 4.34420 2.68628 -0.12921  0.1332
60 O 4.94091 2.87072 -1.43493  -0.3197
61 C 6.20463 3.27317 -1.60849  0.7888
62 C 6.68944 3.30078 -3.01766  -0.9967
63 O 7.01089 3.57433 -0.75290  -0.5691
64 H 4.09061 0.98352 1.15696  0.0252
65 H 5.66460 0.99398 0.28310  0.4651
66 H 4.13939 0.57966 -0.58330  0.2356
67 H 3.29774 2.94496 -0.29070  -0.1797
68 H 4.75681 3.47563 0.49910  0.3871
69 H 5.86559 3.77726 -3.54902  0.2863
70 H 6.77864 2.26993 -3.36043  0.2422
71 H 7.61179 3.85426 -3.19378  0.3123
72 C -3.27854 3.99696 -1.86288  -0.9917
73 C -2.53681 3.85108 -0.51981  0.8228
74 O -3.26267 4.52702 0.56846  -0.2899
75 C -3.11762 5.84582 0.77509  0.7813
76 C -3.98037 6.35643 1.93743  -1.2485
77 O -2.48864 6.67430 0.09357  -0.5251
78 H -3.13531 5.00401 -2.25458  0.2822
79 H -4.35200 3.80796 -1.85371  0.3305
80 H -2.85106 3.28632 -2.57024  0.0092
81 H -2.50042 2.81596 -0.18025  -0.4892
82 H -1.49496 4.14243 -0.65312  0.2769
83 H -3.37636 6.90273 2.66188  0.3514
84 H -4.30945 5.56507 2.61089  0.3209
85 H -4.92525 6.82368 1.65998  0.3014
86 C -1.79882 -5.46738 2.97943  -1.6032
87 C -1.83973 -4.39752 1.89454  0.7470
88 O -2.91094 -3.45520 2.12864  -0.2723
89 C -4.14565 -3.65055 1.64840  0.8543
90 C -5.10790 -2.63988 2.26853  -0.9789
91 O -4.46030 -4.29395 0.62785  -0.6213
92 H -0.80230 -5.86030 3.18109  0.3050
93 H -2.43187 -6.27279 2.60706  0.4291
94 H -2.39669 -5.17474 3.84257  0.3684
95 H -0.91795 -3.81614 1.91503  -0.4107
96 H -2.05723 -4.84694 0.92562  0.3654
97 H -5.90184 -3.25886 2.68643  0.4330
98 H -5.47504 -1.92962 1.52770  0.1162
99 H -4.62312 -2.03829 3.03741  0.2830
100 C 4.75528 2.46662 7.42170  -1.1415
101 C 4.43191 2.62623 5.89837  -0.2829
102 O 3.72128 1.42975 5.54452  -0.2488
103 C 2.94555 1.45912 4.41327  0.4394
104 C 2.06481 0.22468 4.22534  -0.4872
105 O 3.00406 2.33353 3.50448  -0.6270
106 H 5.39973 3.27417 7.76905  0.3800
107 H 5.23708 1.51265 7.63600  0.2990
108 H 3.82976 2.53172 7.99377  0.2847
109 H 3.87713 3.55554 5.76914  0.3182
110 H 5.27756 2.78982 5.23037  0.3430
111 H 2.60128 -0.58118 3.72446  0.2310
112 H 1.17780 0.51685 3.66324  0.1076
113 H 1.83706 -0.34342 5.12728  0.4081
114 C 1.13686 3.02860 -2.11961  -0.8335
115 C 1.64538 4.46041 -2.03822  -0.5309
116 O 0.61075 5.48006 -1.94918  -0.1528
117 C 0.78461 6.69458 -2.52418  0.6371
118 C -0.52229 7.48496 -2.36867  -0.7060
119 O 1.75348 7.03636 -3.15484  -0.5991
120 H 0.73812 2.66793 -1.17144  0.0950
121 H 1.91029 2.32952 -2.43769  0.6520
122 H 0.37321 3.04130 -2.89729  0.3171
123 H 2.26454 4.64367 -1.16006  0.2475
124 H 2.27211 4.60464 -2.91828  0.3842
125 H -0.59617 8.16827 -3.21468  0.3732
126 H -0.30317 8.05566 -1.46624  0.2501
127 H -1.39187 6.84047 -2.23995  0.0149
128 C -3.19908 -3.18154 -2.26916  -0.3334
129 C -2.85765 -2.62030 -3.65524  -0.9333
130 O -2.28525 -1.38485 -3.46927  0.5311
131 C -2.07072 -0.48968 -4.38040  0.2188
132 C -1.21078 0.77781 -3.95600  -0.0697
133 O -2.45846 -0.60014 -5.49969  -0.6163
134 H -2.26523 -3.34392 -1.73097  -0.2578
135 H -3.80419 -4.08684 -2.31810  0.6551
136 H -3.84341 -2.45377 -1.77591  0.0595
137 H -2.14583 -3.24491 -4.19493  0.3644
138 H -3.66371 -2.38071 -4.34877  0.4210
139 H -0.83530 1.35953 -4.79785  0.5800
140 H -0.33699 0.51227 -3.36096  0.0068
141 H -1.81022 1.47544 -3.37111  -0.4220

Output
Frontier orbital gap   0.3778 Eh
SMILES string   O=S1(=O)CCCC1.CCOC(C)=O.CCOC(C)=O.CCOC(C)=O.CCOC(C)=O.CCOC(C)=O.CCOC(C)=O.CCOC(C)=O.CCOC(C)=O.CCOC(C)=O
Calculated total energy   -94562.4733 eV
Maximum force   4.38 eV Å⁻¹

[5]
The following is a DFT calculation (ωB97M-V with the def2-TZVPD basis set) of a structure of composition C2H2Cl2P2.

Last column: Mulliken charge in e.
Cartesian coordinates (Å):
1 C 0.41055 -0.52044 0.09052  -0.1815
2 C -0.30356 0.65740 0.08135  0.5653
3 P 0.00396 -2.11432 0.28034  -0.0364
4 P -2.04409 0.55224 -0.01671  -0.0047
5 Cl 2.70387 -0.12222 -0.06891  -0.3093
6 Cl 0.46701 2.23528 0.29342  -0.1308
7 H 1.05269 -2.66735 -0.41487  0.0536
8 H -2.29043 1.97942 -0.24513  0.0438

Output
Frontier orbital gap (alpha / beta)   0.2397 / 0.2453 Eh
Energy above the lowest of the compared OMol25 structures with the same formula, charge and spin   38.9 kcal/mol
Calculated total energy   -45724.4366 eV
Maximum force   3.42 eV Å⁻¹

[6]
The following is a DFT calculation (ωB97M-V with the def2-TZVPD basis set) of an isolated molecule of C18H14N2O3S.

Last column: Mulliken charge in e.
Cartesian coordinates (Å):
1 O -2.68139 -1.39856 -2.77467  -0.6432
2 C -2.21406 -0.57956 -2.02007  0.5321
3 N -1.72813 -0.96561 -0.80244  -0.0117
4 C -1.35434 -0.27837 0.32778  0.5772
5 N -0.70041 -0.86641 1.26445  -0.5808
6 C -0.50946 -0.06628 2.35369  -0.0286
7 C 0.22863 -0.58473 3.49865  0.9896
8 C 0.85545 -1.82673 3.39837  -0.3398
9 C 1.55638 -2.34636 4.46905  -0.5385
10 C 1.64290 -1.63676 5.65566  -0.4353
11 C 1.02207 -0.40300 5.76478  -0.6102
12 C 0.31914 0.12193 4.69726  -0.5495
13 C -1.06371 1.17745 2.22490  -0.6624
14 S -1.84123 1.36460 0.70298  -0.0979
15 C -2.10721 0.90988 -2.38122  -0.0614
16 C -2.17074 1.06852 -3.90614  -0.7874
17 O -1.08612 0.42399 -4.52804  -0.4789
18 C 0.10981 0.56828 -3.88272  0.5473
19 C 1.26832 0.16318 -4.53574  -0.7053
20 C 2.49873 0.30908 -3.92582  -0.4469
21 C 2.58955 0.86600 -2.65977  -0.5874
22 C 1.44382 1.25500 -1.99300  -0.6297
23 C 0.20399 1.10179 -2.59646  0.5759
24 O -0.91853 1.48596 -1.89147  -0.3911
25 H -1.66956 -1.97386 -0.68797  0.2841
26 H 0.78105 -2.36975 2.46943  0.4479
27 H 2.03754 -3.30928 4.37940  0.3756
28 H 2.18992 -2.04322 6.49341  0.3816
29 H 1.08441 0.15227 6.68933  0.3798
30 H -0.16666 1.08021 4.79899  0.2547
31 H -1.05094 1.99821 2.91133  0.3642
32 H -2.93413 1.45478 -1.91014  0.4441
33 H -2.15996 2.14147 -4.14342  0.3301
34 H -3.07328 0.60405 -4.30539  0.4406
35 H 1.17291 -0.25884 -5.52309  0.4268
36 H 3.39094 -0.00721 -4.44359  0.3801
37 H 3.55105 0.98886 -2.18634  0.3916
38 H 1.48323 1.67905 -1.00197  0.4627

Output
Frontier orbital gap   0.3144 Eh
SMILES string   O=C(Nc1nc(-c2ccccc2)cs1)[C@@H]1COc2ccccc2O1
Energy above the lowest of the compared OMol25 structures with the same formula, charge and spin   23.8 kcal/mol
Calculated total energy   -38851.1621 eV
Maximum force   1.19 eV Å⁻¹